Below is a structure of composition C42H35Cl3N3O2PRb, with properties calculated with wB97M-V/def2-TZVPD.

Geometry (Å):
Rb1 -0.02672 0.16753 0.74782
C1 3.43424 -3.66928 2.11278
O1 3.38913 -2.64976 3.12728
C2 2.41470 -1.79047 2.76421
N1 1.80816 -2.00070 1.66891
C3 2.35776 -3.22810 1.08580
C4 1.31066 -4.28937 0.84866
C5 1.49444 -5.22514 -0.16325
C6 0.57581 -6.24647 -0.35720
C7 -0.53686 -6.34494 0.46525
C8 -0.71543 -5.42665 1.49065
C9 0.20394 -4.40493 1.68062
C10 2.16376 -0.68861 3.71808
C11 2.93672 -0.58742 4.87241
C12 2.65856 0.42991 5.76655
C13 1.62946 1.30933 5.48319
C14 0.92158 1.13719 4.29737
N2 1.17546 0.15536 3.43433
C15 -0.15203 2.09303 3.94559
N3 -0.67103 2.22673 2.79835
C16 -1.60498 3.35011 2.85677
C17 -1.66769 3.67347 4.37033
O2 -0.56986 2.91613 4.93002
C18 -2.94122 3.03614 2.22922
C19 -3.67437 4.04000 1.60890
C20 -4.90960 3.75944 1.04048
C21 -5.42105 2.47099 1.08847
C22 -4.69696 1.46766 1.71707
C23 -3.46239 1.74842 2.28554
H1 3.19407 -4.62418 2.57797
H2 4.44159 -3.70562 1.70353
H3 2.81331 -2.97419 0.12502
H4 2.36780 -5.16167 -0.80255
H5 0.73345 -6.96765 -1.14873
H6 -1.25296 -7.14195 0.31486
H7 -1.56644 -5.51898 2.15489
H8 0.06549 -3.69002 2.48227
H9 3.72771 -1.29912 5.05579
H10 3.23590 0.53523 6.67493
H11 1.37105 2.11728 6.15166
H12 -1.14944 4.17133 2.29612
H13 -2.59473 3.31996 4.82217
H14 -1.51974 4.72346 4.60644
H15 -3.27064 5.04466 1.55423
H16 -5.47146 4.54849 0.55793
H17 -6.38297 2.25119 0.64433
H18 -5.10122 0.46406 1.77066
H19 -2.90701 0.96827 2.78988
Cl1 -2.01631 -2.09990 -0.23201
C24 -2.73832 -2.28014 1.36759
Cl2 -1.74541 -1.54978 2.64110
H20 -2.82748 -3.33900 1.57853
H21 -3.70051 -1.78246 1.36891
Cl3 -2.12916 1.53279 -1.05134
C25 -1.79923 2.29279 -2.57867
C26 -2.84642 2.95917 -3.19505
C27 -2.63404 3.57594 -4.41671
C28 -1.38274 3.51833 -5.00943
C29 -0.34594 2.84360 -4.38399
C30 -0.53042 2.21060 -3.15445
P1 0.83772 1.36954 -2.26219
C31 2.28424 1.76310 -3.30893
C32 3.09245 2.82170 -2.89839
C33 4.19302 3.20180 -3.65351
C34 4.50203 2.51512 -4.81759
C35 3.70773 1.45223 -5.22816
C36 2.60192 1.07725 -4.48113
C37 0.55226 -0.39097 -2.67117
C38 -0.60701 -0.88174 -3.26478
C39 -0.75533 -2.24588 -3.49029
C40 0.25462 -3.12820 -3.14104
C41 1.41956 -2.64318 -2.55991
C42 1.55974 -1.28894 -2.30996
H22 -3.81348 2.99063 -2.71125
H23 -3.44683 4.10114 -4.89996
H24 -1.20938 3.99996 -5.96248
H25 0.62693 2.81022 -4.85464
H26 2.85330 3.34867 -1.98172
H27 4.81250 4.02771 -3.32933
H28 5.36392 2.80325 -5.40487
H29 3.94819 0.91427 -6.13609
H30 1.98356 0.25023 -4.80831
H31 -1.39632 -0.20415 -3.56494
H32 -1.66329 -2.61204 -3.95232
H33 0.14092 -4.18915 -3.32091
H34 2.22227 -3.32268 -2.30807
H35 2.47275 -0.91198 -1.85810

Summary:
- Total charge: +1
- HOMO-LUMO gap: 8.23 eV
- ΔE to the lowest compared entry with this formula, charge and spin: 33.1 kJ/mol
- Highest occupied orbital energy: -10.59 eV

Atomic partial charges in e from the Löwdin method, atoms 1 to 2: 0.619, -0.046



Below is a cluster of 7 separate species, C42H35N7O14 in total, with properties calculated with wB97M-V/def2-TZVPD.

Geometry (Å):
C1 16.54560 -34.39624 27.12841
C2 16.09871 -33.15206 26.63023
C3 14.71277 -32.94090 26.40078
C4 13.78503 -33.90661 26.85837
C5 14.28426 -35.03317 27.52641
C6 15.65667 -35.27732 27.56939
N1 12.31548 -33.64022 26.91723
O1 11.64195 -34.64840 26.85941
O2 11.85960 -32.53846 26.78342
H1 17.60043 -34.55298 27.29921
H2 16.86516 -32.52707 26.19625
H3 14.35142 -32.03408 25.93873
H4 13.68052 -35.79428 27.99823
H5 15.94829 -36.10126 28.20379
C7 23.08387 -36.09450 20.90093
C8 22.85132 -36.31816 22.26580
C9 22.00377 -35.39164 22.91000
C10 21.53479 -34.17484 22.30218
C11 21.95419 -33.93811 20.98391
C12 22.77464 -34.86059 20.25460
N2 20.94745 -33.04986 23.12113
O3 20.79291 -31.94935 22.67193
O4 20.62079 -33.36607 24.21137
H6 23.61724 -36.79449 20.27489
H7 23.03552 -37.26754 22.74656
H8 21.92491 -35.53935 23.97694
H9 21.90191 -32.94574 20.56099
H10 23.07649 -34.68084 19.23334
C13 21.90857 -33.16624 27.91335
C14 22.29747 -33.68735 29.13420
C15 21.33810 -33.75482 30.18986
C16 19.99208 -33.45232 29.93947
C17 19.65236 -32.91481 28.68375
C18 20.62062 -32.68472 27.72652
N3 18.92932 -33.61378 30.95802
O5 17.87263 -33.02759 30.74134
O6 19.19191 -34.26408 31.93969
H11 22.56491 -33.13803 27.05613
H12 23.33087 -33.97608 29.25712
H13 21.62930 -34.14670 31.15321
H14 18.72527 -32.36734 28.59898
H15 20.40971 -32.18137 26.79455
C19 14.48225 -35.53794 34.10528
C20 15.86817 -35.52999 34.13611
C21 16.67644 -36.35656 33.31406
C22 15.99606 -37.21697 32.40506
C23 14.57063 -37.10780 32.23528
C24 13.85329 -36.32134 33.11962
N4 16.79868 -38.34930 31.87023
O7 18.02408 -38.30756 31.94243
O8 16.21477 -39.05957 31.08476
H16 13.85043 -34.95003 34.75456
H17 16.42520 -35.07371 34.94105
H18 17.73703 -36.31557 33.51376
H19 14.15162 -37.86701 31.59152
H20 12.77746 -36.28775 33.03090
C25 21.55967 -29.13771 33.53010
C26 21.97548 -30.24849 32.83328
C27 21.62754 -31.56664 33.17090
C28 20.60739 -31.77872 34.13428
C29 19.93248 -30.68324 34.67822
C30 20.52665 -29.42458 34.46106
N5 20.37580 -33.12001 34.70820
O9 20.82303 -34.09592 34.13732
O10 19.63263 -33.25040 35.66239
H21 21.99020 -28.16393 33.34898
H22 22.74501 -30.31570 32.07849
H23 22.13772 -32.36721 32.65593
H24 19.23883 -30.86657 35.48547
H25 20.09188 -28.62470 35.04205
C31 27.07438 -32.43683 20.91673
C32 25.67477 -32.42973 20.85145
C33 24.96139 -32.63907 22.00536
C34 25.54763 -32.96523 23.21795
C35 26.97767 -32.95857 23.25818
C36 27.65496 -32.51181 22.11561
N6 24.75375 -33.30582 24.38883
O11 25.28566 -33.87915 25.38560
O12 23.63883 -32.84689 24.46422
H26 27.65310 -32.01013 20.11087
H27 25.15587 -32.29212 19.91433
H28 23.89137 -32.51296 21.93081
H29 27.51110 -33.27629 24.14187
H30 28.72195 -32.39974 22.23955
C37 21.10100 -38.86308 30.53330
C38 21.47223 -37.72121 31.23230
C39 22.87048 -37.28985 31.17430
C40 23.73205 -37.85828 30.24568
C41 23.31194 -39.02032 29.57516
C42 21.97879 -39.49371 29.66291
N7 25.05973 -37.37331 30.09318
O13 25.93797 -38.07842 29.71205
O14 25.18630 -36.19702 30.33244
H31 20.19302 -39.43098 30.67274
H32 20.85008 -37.03675 31.78983
H33 23.26797 -36.48343 31.77271
H34 24.08113 -39.57741 29.06095
H35 21.73925 -40.46808 29.26337

Summary:
- Total charge: -1
- HOMO-LUMO gap (alpha / beta): 2.34 / 5.85 eV
- ΔE to the lowest compared entry with this formula, charge and spin: 190.5 kJ/mol
- Highest occupied orbital energy (alpha / beta): -1.77 / -5.28 eV
- 2S+1: 2

Atomic partial charges in e from the Löwdin method, atoms 1 to 2: -0.084, -0.034



no.,DFT total energy (Ha)
1,-3682.14898
2,-3057.38786